Here is C23H40N4O3 in the gas phase from OMol25. Energies are from the ωB97M-V functional and the def2-TZVPD basis.

lowest unoccupied orbital energy	0.4	eV
energy relative to the best compared isomer or geometry (same formula, charge and spin)	0.0	kcal/mol
HOMO-LUMO gap	9.045	eV
highest occupied orbital energy	-8.64	eV
SMILES	CCCCN(c1c(N)n(CCCC)c(=O)[nH]c1=O)C(=O)[C@H]1CC[C@H](CCCC)CC1
total charge	0

```
70
Properties=species:S:1:pos:R:3:forces:R:3:lowdin_charge:R:1
C 4.52871 -4.07230 0.98914 -0.099 0.169 0.120 -0.102
C 4.59674 -2.56862 1.22744 0.184 -0.035 -0.214 -0.260
C 4.86714 -1.77205 -0.05084 -0.305 -0.068 0.086 -0.179
C 3.75042 -1.86908 -1.09124 0.478 -0.217 0.019 -0.128
N 2.52818 -1.20311 -0.66242 0.412 0.422 -0.098 0.006
C 2.50811 0.21040 -0.78352 -0.110 -0.147 0.211 -0.117
C 2.46689 1.00164 0.34091 0.029 -0.501 -0.448 -0.223
N 2.38653 0.43449 1.57958 0.085 0.123 -0.081 0.200
N 2.41119 2.36987 0.24783 0.099 -0.050 0.146 0.060
C 2.09817 3.19759 1.40335 -0.273 0.263 0.403 -0.128
C 0.66750 2.97875 1.90695 -0.048 -0.097 -0.210 -0.181
C -0.39918 3.22643 0.83848 0.083 0.177 0.178 -0.252
C -0.47575 4.68012 0.38748 -0.011 -0.185 -0.042 -0.094
C 2.50868 3.01910 -0.97765 0.136 -0.108 -0.091 -0.471
O 2.50441 4.22505 -1.07285 -0.016 0.300 -0.106 0.079
N 2.61978 2.19787 -2.05979 0.021 0.099 -0.455 0.221
C 2.58191 0.80016 -2.09359 -0.065 0.179 0.307 -0.413
O 2.63046 0.21863 -3.15721 -0.021 -0.104 -0.111 0.081
C 1.42259 -1.95716 -0.38833 -0.363 0.289 0.170 -0.408
O 1.49059 -3.16765 -0.30849 -0.128 -0.295 0.029 0.079
C 0.11572 -1.20212 -0.21704 -0.159 -0.490 -0.043 -0.234
C -0.83322 -1.95727 0.71135 0.089 0.227 0.091 -0.142
C -2.16580 -1.22404 0.82021 -0.011 -0.341 -0.186 -0.157
C -2.82461 -1.05988 -0.55049 -0.060 0.578 0.075 -0.333
C -4.15733 -0.30705 -0.46389 0.015 -0.495 -0.011 -0.184
C -5.27738 -1.12431 0.17698 -0.025 0.375 0.093 -0.220
C -6.59645 -0.35657 0.27924 0.029 -0.216 -0.113 -0.270
C -7.24417 -0.08439 -1.07353 0.053 0.052 0.240 -0.116
C -1.86175 -0.32527 -1.48718 -0.006 -0.434 -0.056 -0.155
C -0.53065 -1.06008 -1.60037 0.023 0.396 0.037 -0.122
H 3.63278 -4.32628 0.43001 -0.056 -0.093 -0.074 0.057
H 5.40172 -4.41395 0.43779 0.121 -0.081 -0.055 0.076
H 4.49297 -4.60027 1.93932 0.002 -0.126 0.047 0.071
H 3.65088 -2.25153 1.67545 -0.014 0.032 0.098 0.084
H 5.39213 -2.34842 1.94480 -0.085 0.049 0.054 0.104
H 5.78504 -2.14458 -0.50895 0.094 0.048 -0.014 0.114
H 5.02950 -0.71887 0.20017 0.070 0.035 -0.067 0.104
H 3.49477 -2.91207 -1.27767 0.054 0.114 -0.073 0.120
H 4.07599 -1.41382 -2.02977 -0.088 -0.061 0.047 0.122
H 2.70817 0.96188 2.37306 -0.017 0.001 -0.004 0.107
H 2.59803 -0.55340 1.59285 0.039 0.079 0.013 0.090
H 2.22329 4.22924 1.07036 0.099 -0.192 0.116 0.121
H 2.82085 3.01189 2.20423 0.022 0.067 -0.091 0.123
H 0.50461 3.66007 2.74406 0.008 -0.003 0.083 0.117
H 0.55886 1.95768 2.27800 -0.005 0.082 0.093 0.093
H -0.20510 2.58733 -0.02690 -0.086 -0.117 -0.018 0.095
H -1.36548 2.92920 1.25308 0.013 -0.103 -0.069 0.106
H 0.42699 4.97625 -0.13950 0.051 0.101 -0.038 0.054
H -0.61395 5.33758 1.24317 -0.039 0.119 0.089 0.077
H -1.31746 4.81609 -0.28712 -0.068 0.094 -0.068 0.074
H 2.68641 2.66254 -2.95877 -0.015 -0.060 0.179 0.173
H 0.29293 -0.20637 0.19404 -0.027 -0.026 -0.029 0.123
H -0.98618 -2.96295 0.31796 0.037 -0.051 0.034 0.124
H -0.37978 -2.05513 1.70084 0.014 -0.093 0.010 0.120
H -2.82453 -1.77954 1.48902 -0.028 0.058 0.083 0.109
H -2.00110 -0.23513 1.25794 -0.057 0.115 0.055 0.119
H -3.01428 -2.05577 -0.96574 0.002 -0.062 -0.029 0.150
H -4.01318 0.61613 0.10354 0.024 0.127 -0.002 0.122
H -4.45779 -0.02879 -1.47559 -0.003 0.108 -0.052 0.107
H -4.97696 -1.42335 1.18298 0.025 -0.100 0.003 0.101
H -5.43675 -2.03476 -0.40531 0.012 -0.111 0.005 0.116
H -7.29087 -0.94050 0.88834 -0.012 0.074 0.066 0.102
H -6.42225 0.59051 0.79543 -0.025 0.008 0.100 0.105
H -8.21506 0.38713 -0.93837 -0.093 0.049 -0.081 0.067
H -7.38821 -1.01429 -1.61945 -0.035 -0.089 -0.112 0.073
H -6.62916 0.57775 -1.67716 0.018 0.061 -0.132 0.062
H -2.30907 -0.23460 -2.47922 -0.047 0.085 -0.016 0.118
H -1.69115 0.68551 -1.10606 -0.020 0.122 0.016 0.113
H 0.13948 -0.52491 -2.27619 0.032 -0.061 -0.068 0.111
H -0.69447 -2.05666 -2.01516 0.044 -0.066 -0.039 0.134
```
Positions in Å, forces in eV/Å.